No. 1
26
Properties=species:S:1:pos:R:3 method="wB97M-V/def2-TZVPD" s2=2.010 total_charge=-1 homo_ev="-3.0 / -5.1" multiplicity=3 mol_weight_g_mol=209.2 fmax_ev_per_a=7.0
C 3.4279 -1.2764 -0.2808
C -1.6572 0.7667 2.0206
C -0.8024 0.8037 -2.4184
C -0.7069 -1.4594 -0.1682
C -1.8671 0.4584 0.5370
C 0.0589 0.6494 -1.0930
N 2.9425 0.0040 0.3312
N -0.5720 -0.0500 0.0068
O 4.5999 -1.4384 0.0020
O 2.6347 -1.8633 -1.0130
O 1.6868 -0.7684 2.4690
O 1.5790 1.5066 1.7645
S 1.8568 0.1828 1.3869
H -1.6007 -0.1105 2.5742
H -0.6248 1.2872 2.1182
H -2.3576 1.3856 2.4197
H -1.2856 1.7416 -2.4838
H -0.1103 0.7131 -3.2052
H -1.3771 -0.1489 -2.6283
H 0.1773 -1.9384 -0.7540
H -0.7670 -1.9817 0.8232
H -1.5321 -1.6755 -0.8933
H -2.1341 1.4873 0.0448
H -2.6739 -0.1402 0.3452
H 0.0534 1.6758 -0.7355
H 1.0514 0.1889 -1.1699



No. 2
23
Properties=species:S:1:pos:R:3 method="wB97M-V/def2-TZVPD" total_charge=+1 homo_ev="-13.2 / -12.2" e_above_lowest_kcal_mol=150.1 mol_weight_g_mol=161.3 fmax_ev_per_a=5.7
C -0.7631 0.7609 -1.6087
C 0.8573 -0.6375 0.5808
C 0.7718 -1.3467 -0.7258
C 2.1535 0.2266 0.7047
C -0.1510 -2.5380 -0.6027
C -1.2700 1.7961 1.8630
N -0.2628 -0.0370 1.0983
N -1.5715 1.5980 -2.1876
O -0.1287 1.2252 1.4617
S 0.5405 -0.1902 -2.1272
H 0.8652 -1.5004 1.2645
H 1.7896 -1.8356 -0.8837
H 2.3705 0.7591 1.6494
H 1.9841 0.8957 -0.1507
H 2.9501 -0.4494 0.5933
H 0.1755 -3.4207 0.0583
H -0.2776 -2.8522 -1.6496
H -1.2355 -2.2370 -0.2387
H -1.3452 1.8880 2.9621
H -2.1701 1.2035 1.3287
H -1.3895 2.8717 1.5885
H -2.3177 2.1390 -1.7980
H -1.5753 1.6808 -3.1809



No. 3
22
Properties=species:S:1:pos:R:3 method="wB97M-V/def2-TZVPD" total_charge=+1 homo_ev="-13.6 / -13.6" e_above_lowest_kcal_mol=87.5 mol_weight_g_mol=145.3 fmax_ev_per_a=2.9
C -2.9513 0.9947 -0.1894
C 0.7707 0.9857 -0.1453
C 1.9088 -0.4602 1.4023
C 2.8409 0.0681 -0.9012
C -3.8930 -1.2480 0.0101
C 2.1369 0.5935 0.3690
N -2.8180 -0.2400 0.0281
N -1.7420 1.6358 -0.0728
S -0.6209 0.5600 0.5818
H -3.6895 1.6010 -0.6392
H 0.7441 1.6161 -1.1321
H 1.6325 -1.3551 0.8505
H 1.1446 -0.1602 2.1331
H 2.8831 -0.4850 2.0199
H 2.6183 0.7778 -1.6789
H 2.3466 -0.8802 -1.1966
H 3.8324 -0.3365 -0.5628
H -3.4652 -2.2404 -0.0403
H -4.7196 -1.1336 0.7300
H -4.3199 -1.1072 -0.9935
H 2.6343 1.3743 0.9094
H -1.7095 2.6343 0.2322



No. 4
22
Properties=species:S:1:pos:R:3 method="wB97M-V/def2-TZVPD" total_charge=0 homo_ev=-9.2 smiles="[H]/N=C(/N)CC.CCC#N" e_above_lowest_kcal_mol=54.0 mol_weight_g_mol=127.2 fmax_ev_per_a=4.7
H -1.6071 0.7766 -1.8084
N -1.7361 1.1602 -0.8793
C -0.7068 1.3977 -0.2119
N -0.6747 1.8228 1.0534
C 0.8932 0.9508 -0.8758
C 2.1676 0.9720 -0.0383
H -1.3907 1.3941 1.6608
H 0.2101 1.9299 1.5220
H 0.9258 1.8477 -1.5054
H 0.9040 0.2036 -1.6751
H 3.0379 1.1510 -0.6758
H 2.3130 0.0265 0.4877
H 2.1437 1.7662 0.7096
C -1.0560 -2.2312 -0.5679
C -0.1892 -1.5683 0.4994
C -0.9224 -1.0828 1.6142
N -1.4950 -0.5421 2.4610
H -0.4373 -2.5130 -1.4212
H -1.8186 -1.5250 -0.9064
H -1.5490 -3.1312 -0.2034
H 0.3803 -0.5730 -0.0802
H 0.6073 -2.2327 0.8411



No. 5
22
Properties=species:S:1:pos:R:3 method="wB97M-V/def2-TZVPD" total_charge=0 homo_ev="-6.4 / -7.3" e_above_lowest_kcal_mol=166.7 mol_weight_g_mol=127.2 fmax_ev_per_a=1.6
C 0.7459 -1.8201 0.0064
N -0.2811 -0.7865 0.0776
C -0.2821 0.1712 1.8217
C 0.5386 -0.2458 2.7739
H -1.2039 -1.2062 0.0388
H -1.3319 0.4004 1.9564
H 1.7288 -1.3605 0.0809
H 0.6951 -2.3449 -0.9494
H 0.6029 -2.5218 0.8296
H 1.5787 -0.4844 2.5881
H 0.1934 -0.3302 3.7990
C 0.6990 1.3709 -0.2926
C -0.1589 0.3435 -1.0019
C -1.5898 0.8480 -1.2146
N 0.5748 -0.0277 -2.1292
N -2.2120 0.8434 -2.3113
H 0.7700 0.8003 -2.6913
H -1.6036 0.4573 -3.0443
H -2.1027 1.2424 -0.3320
H 0.6411 2.3872 -0.6802
H 0.2659 1.2141 0.8610
H 1.7319 1.0494 -0.1866



No. 6
23
Properties=species:S:1:pos:R:3 method="wB97M-V/def2-TZVPD" total_charge=0 homo_ev=-7.7 smiles="[H]/N=C1/C[C@H]1NC.CC(N)=O" e_above_lowest_kcal_mol=65.0 mol_weight_g_mol=143.2 fmax_ev_per_a=2.3
H -1.2174 1.7009 1.2638
N -0.9510 1.9052 0.2940
C -0.9728 0.9013 -0.4587
C -0.8483 0.5048 -1.8519
C -1.5932 -0.4544 -0.9414
N -1.0477 -1.7107 -0.6196
C -1.4770 -2.2685 0.6499
H 0.1326 0.1759 -2.1758
H -1.4113 1.0366 -2.6097
H -2.6771 -0.4649 -1.0040
H -0.0267 -1.6820 -0.6714
H -2.5707 -2.3240 0.6648
H -1.0723 -3.2818 0.7362
H -1.1424 -1.6784 1.5213
C 2.2495 1.5014 -0.2255
C 1.6721 0.2678 0.4260
N 1.4129 0.4075 1.7608
O 1.6581 -0.8311 -0.1104
H 1.4899 2.2783 -0.2740
H 3.0868 1.8782 0.3577
H 2.5770 1.2729 -1.2352
H 1.1522 -0.4170 2.2767
H 1.5767 1.2821 2.2265



No. 7
23
Properties=species:S:1:pos:R:3 method="wB97M-V/def2-TZVPD" total_charge=+2 homo_ev=-16.6 e_above_lowest_kcal_mol=0.0 mol_weight_g_mol=143.2 fmax_ev_per_a=7.1
C 1.5669 -2.7357 -1.3165
C 0.5370 -2.8002 -3.2033
C 1.0538 -1.5028 -1.5470
C -0.2793 1.2881 2.8725
C -0.3678 1.4738 1.3569
C -1.5136 2.3309 0.9406
N 1.2161 -3.5485 -2.4161
N 0.3900 -1.6163 -2.7759
N -2.0147 3.2891 1.7085
O 0.9050 -0.4630 -0.7214
H 2.4023 -3.1123 -0.7828
H 0.1836 -3.1019 -4.0917
H 0.3832 0.4398 3.0248
H -1.2640 1.1534 3.2974
H 0.2143 2.0968 3.3518
H -0.4557 0.5218 0.8846
H 0.4281 2.0683 0.9964
H -1.9963 2.4248 -0.0084
H -0.2250 -0.7752 -3.0043
H -2.7026 4.0014 1.4239
H 1.5616 -4.4822 -2.5990
H -1.5817 3.4702 2.6261
H 1.5587 -0.4204 -0.0171



No. 8
24
Properties=species:S:1:pos:R:3 method="wB97M-V/def2-TZVPD" total_charge=0 homo_ev=-9.7 smiles="[H]/N=C1/CCCC[C@H]1N.O=NO" e_above_lowest_kcal_mol=94.9 mol_weight_g_mol=159.2 fmax_ev_per_a=4.6
H 2.0064 2.3272 -0.1652
N 1.9479 1.3930 0.2538
C 0.8596 0.7447 0.2590
C 0.6529 -0.5327 1.0523
C 0.4338 -1.6273 -0.0302
C -0.9083 -1.3641 -0.7314
C -0.7894 0.0248 -1.4012
C -0.4262 1.1610 -0.4494
N -1.5702 1.4148 0.4791
H -0.3088 -0.3336 1.5292
H 1.3737 -0.7765 1.7671
H 0.3348 -2.7607 0.2027
H 1.3126 -1.6664 -0.6328
H -1.0174 -2.0484 -1.7038
H -1.7722 -1.3763 -0.1026
H 0.0218 0.0607 -2.1108
H -1.7668 0.2203 -2.0851
H -0.1788 2.1361 -0.8865
H -1.8614 0.6040 0.9206
H -1.0566 1.9334 1.2075
O 0.4120 2.0882 3.8654
N 0.8621 1.7870 2.7557
O 2.2391 1.9194 2.6466
H 2.3791 1.4775 1.6216